Density functional theory data (ωB97M-V/def2-TZVPD) for one molecule with the formula C2H2N4S at a distorted geometry.

Each line ends with the natural charge from an NBO analysis.
CARTESIAN COORDINATES (ANGSTROEM)
1 S -1.6453 -1.9472 0.1000  0.07
2 C -0.5191 -0.6207 0.0049  0.17
3 N -1.1630 0.5515 0.1334  -0.21
4 N -0.4404 1.6425 0.0231  -0.16
5 C 0.8580 1.4807 0.0169  0.14
6 N 1.4496 0.3029 -0.1989  -0.17
7 N 0.7598 -0.8035 -0.1580  -0.21
8 H -0.7530 -3.0272 0.1359  0.16
9 H 1.4534 2.4210 -0.0574  0.21

Summary:
HOMO level (eV): -9.72
Energy relative to the best compared isomer or geometry (same formula, charge and spin) (kJ/mol): 65.76
SMILES: Sc1nncnn1
Total energy (hartree): -694.53269
HOMO-LUMO gap (Ha): 0.3208


Density functional theory data (ωB97M-V/def2-TZVPD) for a 2-piece molecular cluster, C2H2N5O4 overall at a distorted geometry.

Each line ends with the Mulliken spin population.
CARTESIAN COORDINATES (ANGSTROEM)
1 C -0.0667 -0.1890 -0.8247  0.32
2 C -0.3327 -0.9085 1.1901  0.70
3 N -0.5530 -1.4005 -0.9081  0.18
4 N -0.6452 -1.8901 0.2903  0.41
5 N 0.0826 0.1878 0.4324  0.11
6 N -0.9108 -3.8328 0.6147  0.02
7 N -0.7236 -1.0251 2.6301  0.04
8 O -1.9939 -4.0218 0.8968  -0.01
9 O 0.1366 -4.1520 0.4395  0.02
10 O -1.0130 -2.1156 2.9834  0.07
11 O -0.8029 0.0374 3.2011  0.14
12 H 0.1680 0.4778 -1.6486  0.00
13 H 0.2705 1.1757 0.6844  -0.01

Summary:
Spin multiplicity: 3
HOMO level (spin up / spin down) (eV): -11.59 / -15.44
Net charge: +1
Total energy (hartree): -651.44615
HOMO-LUMO gap (spin up / spin down) (Ha): 0.1980 / 0.2423


Density functional theory data (ωB97M-V/def2-TZVPD) for one molecule with the formula C2H2N6 at a distorted geometry.

Each line ends with the natural charge from an NBO analysis.
CARTESIAN COORDINATES (ANGSTROEM)
1 H 0.9130 -0.2221 2.3389  0.34
2 N 0.6262 -0.8192 1.6818  -0.60
3 C 0.6422 -0.2906 0.4793  0.45
4 N 0.5006 -1.0620 -0.6489  -0.36
5 C -0.6552 -0.7992 -1.0771  0.23
6 N -1.4629 0.2381 -0.4960  -0.20
7 N -1.1103 1.3522 0.1150  0.05
8 N 0.2322 1.7405 -0.3348  0.02
9 N 1.1379 0.9906 -0.0382  -0.13
10 H -0.8237 -1.1283 -2.0199  0.21

Summary:
HOMO level (eV): -9.81
Energy relative to the best compared isomer or geometry (same formula, charge and spin) (kJ/mol): 316.30
SMILES: [H]/N=c1/ncnnnn1
Total energy (hartree): -405.73557
HOMO-LUMO gap (Ha): 0.2996


Density functional theory data (ωB97M-V/def2-TZVPD) for one molecule with the formula C2H2N6 at a distorted geometry.

Each line ends with the natural charge from an NBO analysis.
CARTESIAN COORDINATES (ANGSTROEM)
1 H -2.2110 -1.0039 0.9403  0.39
2 N -1.8490 0.0101 0.5428  -0.60
3 C -0.9670 0.1495 -0.2648  0.40
4 N -0.2716 -0.7011 -1.0968  -0.11
5 N 0.8687 -1.0720 -0.7166  -0.14
6 C 1.2197 -0.4021 0.4142  0.15
7 N 1.1233 0.9024 0.4721  -0.25
8 N 0.6296 1.7040 -0.4999  0.09
9 N -0.5944 1.3513 -0.7607  -0.16
10 H 2.0517 -0.9384 0.9695  0.23

Summary:
HOMO level (eV): -10.02
Energy relative to the best compared isomer or geometry (same formula, charge and spin) (kJ/mol): 325.93
SMILES: [H]/N=c1\nncnnn1
Total energy (hartree): -405.73190
HOMO-LUMO gap (Ha): 0.3249


Density functional theory data (ωB97M-V/def2-TZVPD) for an isolated ion of composition C2H2NO2 and charge +1 at a distorted geometry.

Each line ends with the Mulliken spin population.
CARTESIAN COORDINATES (ANGSTROEM)
1 C -0.5940 -0.9718 -0.0167  0.48
2 C 1.2801 0.7536 -0.0266  0.56
3 N 0.3173 -0.2144 0.0473  -0.12
4 O 2.9281 -0.8054 0.0944  0.87
5 O 2.4854 0.4089 -0.0582  0.20
6 H -1.3027 -1.8076 -0.0735  0.01
7 H 0.8005 1.6873 -0.4120  0.01

Summary:
Spin multiplicity: 3
HOMO level (spin up / spin down) (eV): -14.25 / -16.80
Net charge: +1
Energy relative to the best compared isomer or geometry (same formula, charge and spin) (kJ/mol): 230.41
Total energy (hartree): -282.05731
HOMO-LUMO gap (spin up / spin down) (Ha): 0.3159 / 0.3112


Density functional theory data (ωB97M-V/def2-TZVPD) for C2H2NO2P as an isolated structure at a distorted geometry.

Each line ends with the natural charge from an NBO analysis.
CARTESIAN COORDINATES (ANGSTROEM)
1 C 0.8091 0.3756 0.3118  0.50
2 C 1.2669 -0.8076 0.3330  -0.54
3 N 0.0534 1.2641 -0.0522  -0.84
4 O -2.6130 1.5439 -0.3175  -0.98
5 O -1.4590 -0.7083 -0.5877  -1.02
6 P -1.4651 0.7040 -0.3043  2.37
7 H 1.9090 -0.9835 -0.4929  0.26
8 H 1.4988 -1.3883 1.1098  0.25

Summary:
HOMO level (eV): -10.44
Energy relative to the best compared isomer or geometry (same formula, charge and spin) (kJ/mol): 120.86
Total energy (hartree): -623.96219
HOMO-LUMO gap (Ha): 0.3708